This record from OMol25 describes a single CH2N2OS molecule. The level of theory is wB97M-V/def2-TZVPD.

Properties
* HOMO-LUMO gap: 8.9 eV
* LUMO energy: -1.0497 eV
* SMILES: N#COSN
* ΔE to the lowest compared entry with this formula, charge and spin: 0.1454 eV
* charge: 0
* largest force on an atom: 2.766 eV/Å
* calculated total energy: -16930.17069 eV
* 2S+1: 1

Geometry (Å):
C: -0.132 -0.943 2.732
N: -0.961 -1.471 3.326
N: -1.948 0.375 1.247
O: 0.737 -0.548 1.954
S: -0.412 0.673 0.830
H: -2.303 0.364 2.191
H: -2.383 -0.320 0.673

This record from OMol25 describes 2 unconnected molecules or ions with the total composition CH2N2OS2. The level of theory is wB97M-V/def2-TZVPD.

Properties
* HOMO-LUMO gap (alpha / beta): 6.8 / 8.1 eV
* LUMO energy (alpha / beta): -1.9834 / -1.1693 eV
* ΔE to the lowest compared entry with this formula, charge and spin: 2.2192 eV
* charge: 0
* largest force on an atom: 3.207 eV/Å
* calculated total energy: -27764.06961 eV
* 2S+1: 1

Geometry (Å):
C: -1.768 -0.961 0.000
N: -1.257 -1.992 -0.071
N: 2.080 0.127 -0.100
O: -2.817 1.552 -0.321
S: 0.756 1.065 0.156
S: -2.133 0.640 0.630
H: 2.611 0.034 -1.011
H: 2.529 -0.465 0.716

This record from OMol25 describes 2 unconnected molecules or ions with the total composition CH2N2OS2. The level of theory is wB97M-V/def2-TZVPD.

Properties
* HOMO-LUMO gap (alpha / beta): 5.8 / 6.9 eV
* LUMO energy (alpha / beta): -4.3707 / -3.1262 eV
* ΔE to the lowest compared entry with this formula, charge and spin: 5.1565 eV
* charge: 0
* largest force on an atom: 4.074 eV/Å
* calculated total energy: -27761.13229 eV
* 2S+1: 1

Geometry (Å):
C: 0.625 2.476 0.010
N: 1.617 2.184 0.535
N: 0.501 -0.449 0.110
O: -1.006 -0.829 -1.696
S: -2.181 -1.564 0.761
S: -1.119 -0.189 -0.449
H: 0.551 -0.424 1.084
H: 1.012 -1.204 -0.355